Entry 1:
ORCA calculation (ωB97M-V with the def2-TZVPD basis set) on 2 unconnected molecules or ions with the total composition C3H2BrClO3 at a distorted geometry.

Last column: Löwdin charge in e.
Positions of all 10 atoms, in Å:
1 Br 0.942 -1.756 -1.998  0.523
2 Cl 1.606 -2.153 0.961  0.641
3 O -0.881 1.137 0.277  0.081
4 O 1.485 0.326 -0.125  -0.106
5 O 0.591 2.797 0.560  0.248
6 C -1.485 -0.076 0.109  -0.013
7 C 0.150 1.774 0.251  -0.340
8 C 1.257 -0.890 -0.158  -1.153
9 H -1.632 -0.809 0.890  0.064
10 H -2.032 -0.349 -0.768  0.056

Values from the calculation:
Orbital gap (alpha / beta) = 7.029 / 7.924 eV
Electronic energy = -3375.2547 Eh
ΔE to the lowest compared entry with this formula, charge and spin = 426.7 kJ/mol
2S+1 = 1
Charge = 0
M = 201.4 g mol⁻¹
Highest occupied orbital energy (alpha / beta) = -7.50 / -8.33 eV



Entry 2:
ORCA calculation (ωB97M-V with the def2-TZVPD basis set) on 9 unconnected molecules or ions with the total composition C44H73BrF5I3N9O7P2 at a distorted geometry.

Last column: Löwdin charge in e.
Positions of all 144 atoms, in Å:
1 I 6.688 -4.946 0.232  0.942
2 I 6.067 -7.126 2.808  0.879
3 I 2.946 -7.301 -1.000  0.527
4 Br 4.375 -4.080 -2.332  0.780
5 P 5.046 -1.350 2.473  0.542
6 P 2.056 -5.174 -0.085  0.658
7 F 2.639 -1.597 -3.108  0.118
8 F 2.513 0.839 -3.092  0.113
9 F 4.655 -0.944 -2.374  0.134
10 F 1.625 0.371 -1.158  0.171
11 F 3.703 1.175 -1.321  0.179
12 O -0.204 -1.267 1.815  -0.032
13 O 6.023 -2.437 2.380  -0.282
14 O 1.640 -3.275 1.560  -0.196
15 O 5.632 0.106 2.116  -0.080
16 O 3.528 -1.058 0.294  -0.079
17 O 1.342 -4.472 -1.346  -0.382
18 O 4.566 -1.253 4.049  -0.113
19 N -0.802 -2.858 -1.027  0.172
20 N -1.577 4.539 -2.432  0.156
21 N -6.205 -0.258 7.800  0.170
22 N -1.971 -3.027 6.598  0.127
23 N 2.006 7.858 -2.810  0.118
24 N 3.585 -4.123 0.485  -0.267
25 N -3.565 -5.842 -1.512  0.147
26 N 8.392 6.191 -1.488  0.147
27 N -4.001 -0.197 -0.040  0.151
28 C -4.373 2.349 -2.721  -0.109
29 C 1.713 4.473 -1.378  -0.236
30 C 3.120 -1.916 -0.764  -0.204
31 C 1.883 10.485 -2.816  -0.171
32 C -3.559 -8.095 -2.858  -0.180
33 C -1.165 -3.529 1.700  -0.035
34 C 4.045 -3.191 -0.608  -0.591
35 C 1.516 10.552 -5.337  -0.110
36 C 3.142 -6.162 2.704  -0.182
37 C 2.786 0.352 -1.819  -0.487
38 C -4.819 -2.006 4.926  -0.253
39 C -2.623 -3.343 -4.186  -0.106
40 C -4.425 -2.107 6.401  -0.210
41 C -3.562 -6.829 -2.101  -0.230
42 C -3.911 -1.064 4.146  -0.105
43 C 1.882 5.842 -2.071  -0.197
44 C 3.454 -1.718 1.544  -0.229
45 C 6.590 4.902 -2.893  -0.182
46 C -4.052 0.950 -0.104  -0.223
47 C -3.046 -2.626 6.512  -0.231
48 C 0.994 10.970 -3.967  -0.263
49 C 0.822 3.509 -2.172  -0.188
50 C -0.352 -2.471 2.541  -0.360
51 C -2.125 -8.488 -3.230  -0.260
52 C 3.045 -3.207 1.583  -0.287
53 C 4.480 -5.896 2.018  -0.782
54 C 6.866 2.799 -1.481  -0.103
55 C -7.155 2.809 6.496  -0.259
56 C 4.678 -5.001 1.012  -0.758
57 C -4.127 2.421 -0.185  -0.176
58 C -1.316 -2.172 -1.794  -0.101
59 C -6.268 0.890 7.766  -0.190
60 C -1.433 -7.449 -4.106  -0.106
61 C 5.899 3.847 -2.024  -0.275
62 C 3.350 -1.120 -2.063  -0.407
63 C 1.956 9.011 -2.813  -0.119
64 C -4.960 2.838 -1.403  -0.253
65 C -6.353 2.361 7.722  -0.175
66 C 1.009 -3.157 2.834  -0.130
67 C 7.605 5.626 -2.106  -0.235
68 C -6.526 2.364 5.180  -0.112
69 C -1.974 -1.317 -2.792  -0.154
70 C -3.112 -2.094 -3.461  -0.246
71 C -0.526 4.087 -2.318  -0.214
72 H -2.105 -3.826 2.198  0.087
73 H -4.345 1.256 -2.767  0.056
74 H -3.360 2.727 -2.862  0.041
75 H 1.291 4.628 -0.381  0.111
76 H -0.929 -2.360 3.482  0.125
77 H -2.365 -0.428 -2.295  0.092
78 H 1.247 3.323 -3.160  0.118
79 H -1.888 -3.090 -4.954  0.080
80 H -2.880 -1.423 4.143  0.045
81 H -7.234 3.898 6.504  0.110
82 H 5.394 4.333 -1.186  0.108
83 H 0.742 2.553 -1.654  0.088
84 H 3.291 -6.889 3.524  0.058
85 H 2.646 -5.298 3.172  0.063
86 H -1.536 -8.635 -2.321  0.109
87 H 5.028 -2.733 -0.381  0.073
88 H 2.525 10.933 -5.506  0.078
89 H 0.870 10.942 -6.124  0.074
90 H 2.313 5.709 -3.059  0.076
91 H -7.112 2.729 4.336  0.074
92 H -5.850 -1.655 4.854  0.104
93 H -5.032 3.926 -1.425  0.112
94 H 7.617 3.246 -0.827  0.074
95 H -4.015 -8.872 -2.244  0.119
96 H 2.680 -1.167 2.130  0.150
97 H -1.989 -7.283 -5.032  0.080
98 H 3.601 -1.354 4.092  0.060
99 H -2.146 -9.443 -3.757  0.110
100 H -4.168 -7.972 -3.755  0.121
101 H -3.925 -0.058 4.571  0.073
102 H -3.851 -2.383 -2.711  0.115
103 H -1.005 -1.119 1.295  0.084
104 H -6.486 1.276 5.102  0.060
105 H 0.608 -3.879 -1.005  -0.005
106 H -3.458 -3.850 -4.670  0.079
107 H -3.617 -1.440 -4.174  0.113
108 H 6.327 2.054 -0.893  0.057
109 H -6.833 2.712 8.637  0.120
110 H -4.479 -1.135 6.877  0.060
111 H -0.587 -4.468 1.568  0.070
112 H 1.537 9.466 -5.444  0.069
113 H 5.859 5.619 -3.269  0.114
114 H -8.171 2.414 6.556  0.114
115 H 1.478 10.819 -1.860  0.118
116 H -5.343 2.773 7.691  0.121
117 H 2.389 -6.649 2.057  0.036
118 H -1.239 -0.997 -3.533  0.128
119 H -4.236 -0.997 3.106  0.064
120 H 5.006 0.753 2.490  0.100
121 H 7.075 4.433 -3.751  0.120
122 H -5.509 2.753 5.081  0.076
123 H 2.544 6.457 -1.477  0.066
124 H -4.580 2.802 0.731  0.117
125 H -4.981 2.692 -3.558  0.078
126 H -3.115 2.824 -0.255  0.110
127 H 5.129 3.347 -2.617  0.098
128 H 2.041 -2.111 -0.640  0.151
129 H 0.932 6.345 -2.161  0.056
130 H -4.787 -2.997 4.465  0.110
131 H -5.977 2.451 -1.302  0.112
132 H -5.102 -2.778 6.928  0.116
133 H -1.350 -3.158 0.661  0.022
134 H 2.698 4.015 -1.244  0.084
135 H -0.019 10.582 -3.838  0.112
136 H 2.893 10.888 -2.916  0.122
137 H 3.355 -3.546 2.590  0.146
138 H 0.751 -4.132 3.290  0.140
139 H -1.333 -6.492 -3.590  0.055
140 H 0.928 12.059 -3.927  0.109
141 H 1.578 -2.536 3.558  0.136
142 H -2.168 -4.055 -3.495  0.046
143 H -0.429 -7.782 -4.370  0.073
144 H 7.382 2.283 -2.294  0.081

Values from the calculation:
Orbital gap = 8.289 eV
Electronic energy = -7388.6864 Eh
2S+1 = 1
Charge = +1
M = 1457.7 g mol⁻¹
Highest occupied orbital energy = -11.28 eV